{
  "formula": "C13H31Cl3N4O5",
  "method": "wB97M-V/def2-TZVPD",
  "species": ["O", "C", "N", "C", "H", "H", "H", "H", "H", "O", "C", "N", "C", "H", "H", "H", "H", "H", "O", "C", "N", "C", "H", "H", "H", "H", "H", "C", "Cl", "Cl", "Cl", "H", "C", "O", "C", "C", "N", "C", "C", "O", "C", "H", "H", "H", "H", "H", "H", "H", "H", "H", "H", "H", "H", "H", "H", "H"],
  "xyz": [[3.9785, 6.0722, -0.7471], [3.0787, 6.1545, -1.5578], [2.8675, 7.3024, -2.2726], [2.1164, 5.0086, -1.8557], [3.5339, 8.0372, -2.1032], [2.1502, 7.4237, -2.9582], [2.5830, 4.0365, -1.8685], [1.7220, 5.2254, -2.8536], [1.2829, 5.0894, -1.1589], [-3.0884, 1.0408, 0.3524], [-2.1509, 0.2474, 0.3859], [-1.4473, -0.0265, -0.7405], [-1.9414, -0.5757, 1.6006], [-1.7773, 0.4202, -1.5754], [-0.7983, -0.7964, -0.6884], [-2.7397, -1.3115, 1.6218], [-1.9501, -0.0273, 2.5352], [-0.9901, -1.1106, 1.5039], [5.1911, 2.9198, -4.5407], [4.4669, 3.7507, -5.0688], [4.5797, 5.0589, -4.8096], [3.3560, 3.3495, -6.0277], [4.0744, 5.7825, -5.2845], [5.1874, 5.3614, -4.0655], [3.5750, 2.4082, -6.5178], [3.2253, 4.1762, -6.7321], [2.3896, 3.2659, -5.5287], [2.2818, 0.7438, -1.8264], [2.0112, 1.4398, -3.4285], [1.4203, -0.8352, -1.7181], [1.6150, 1.7547, -0.5673], [3.3327, 0.5589, -1.6475], [1.4204, -3.1818, 0.8735], [0.4597, -3.5532, 1.8317], [-0.4866, -4.5265, 1.4165], [-1.2201, -5.0930, 2.6031], [-2.0235, -4.0612, 3.2541], [-2.9382, -4.5614, 4.2586], [-3.9079, -3.4727, 4.7290], [-4.8542, -3.3246, 3.7179], [-5.9870, -2.5575, 4.0241], [2.3565, -3.7223, 1.0558], [1.6458, -2.1267, 1.0143], [1.1545, -3.4189, -0.1603], [0.0774, -5.3236, 0.9215], [-1.1913, -4.0737, 0.7095], [-0.5676, -5.4628, 3.4006], [-1.8718, -5.9296, 2.3050], [-2.6207, -3.6620, 2.5328], [-2.3709, -5.1048, 5.0199], [-3.6012, -5.3410, 3.8336], [-3.2293, -2.6356, 4.9472], [-4.3944, -3.7463, 5.6694], [-5.6560, -1.5722, 4.3521], [-6.7143, -3.0284, 4.6990], [-6.6157, -2.4655, 3.1346]],
  "smiles": "COCCNCCOC.ClC(Cl)Cl.CC(N)=O.CC(N)=O.CC(N)=O",
  "homo_ev": -8.80,
  "max_force_ev_per_a": 2.48,
  "homo_lumo_gap_ev": 9.1,
  "relative_energy_kj_mol": 47.4
}

{
  "formula": "C13H31Cl3O8P2",
  "method": "wB97M-V/def2-TZVPD",
  "species": ["C", "Cl", "Cl", "Cl", "H", "C", "C", "O", "P", "O", "O", "C", "C", "O", "C", "C", "H", "H", "H", "H", "H", "H", "H", "H", "H", "H", "H", "H", "H", "H", "H", "C", "C", "O", "P", "O", "O", "C", "C", "O", "C", "C", "H", "H", "H", "H", "H", "H", "H", "H", "H", "H", "H", "H", "H", "H", "H"],
  "xyz": [[-2.2626, 0.8187, -0.5661], [-3.7447, 0.0546, -0.2215], [-2.2922, 2.5118, -0.2432], [-1.6423, 0.5081, -2.1802], [-1.6475, 0.3783, 0.2403], [1.8315, -0.8633, 0.1393], [2.0302, -0.4460, -1.2982], [1.5037, -1.3934, -2.2211], [1.8019, -1.1418, -3.7448], [3.1686, -1.0941, -4.2283], [0.9233, -2.2684, -4.3501], [1.3871, -3.4239, -5.0909], [0.1537, -4.2961, -5.3438], [0.9047, 0.1436, -4.0287], [1.1067, 0.8375, -5.3155], [0.0145, 0.5105, -6.2420], [2.1332, -0.1045, 0.8897], [0.8236, -1.2182, 0.3149], [2.3535, -1.8003, 0.3726], [1.5648, 0.4838, -1.4982], [3.0966, -0.2764, -1.5507], [1.8460, -3.1131, -6.0555], [2.1914, -3.8762, -4.5640], [-0.3122, -3.9577, -6.2390], [0.5593, -5.2685, -5.4054], [-0.5005, -4.1729, -4.5174], [1.0380, 1.8541, -4.9951], [2.0627, 0.6649, -5.7041], [-0.9643, 0.7988, -5.7965], [0.0850, 1.0606, -7.1954], [-0.0559, -0.5791, -6.4721], [1.8748, -0.1256, 4.4759], [0.4547, -0.3991, 4.8434], [-0.4075, 0.7693, 4.5763], [-1.2156, 0.8672, 3.2201], [-1.2224, -0.4348, 2.5154], [-0.5528, 2.0437, 2.4529], [-0.3698, 3.3479, 3.0752], [0.9729, 3.8394, 2.5340], [-2.5684, 1.4120, 3.6611], [-3.6161, 0.5324, 4.1190], [-3.3925, -0.0884, 5.4935], [2.3866, -1.0412, 4.1932], [1.8521, 0.5077, 3.5435], [2.3973, 0.4003, 5.2640], [0.0363, -1.2827, 4.3010], [0.2997, -0.6214, 5.9124], [-1.1878, 3.9848, 2.8696], [-0.2479, 3.2582, 4.1427], [1.2705, 4.8548, 2.8919], [1.6736, 3.0565, 2.9215], [0.9706, 3.7737, 1.4238], [-4.5851, 1.0449, 4.0901], [-3.8547, -0.2586, 3.3457], [-4.4034, -0.4686, 5.7689], [-2.7090, -0.9713, 5.3022], [-3.0139, 0.6675, 6.1736]],
  "smiles": "CCOP(=O)(OCC)OCC.CCOP(=O)(OCC)OCC.ClC(Cl)Cl",
  "homo_ev": -10.45,
  "max_force_ev_per_a": 3.11,
  "homo_lumo_gap_ev": 11.1,
  "relative_energy_kj_mol": 112.2
}

Repeat the first record exactly.
{
  "formula": "C13H31Cl3N4O5",
  "method": "wB97M-V/def2-TZVPD",
  "species": ["O", "C", "N", "C", "H", "H", "H", "H", "H", "O", "C", "N", "C", "H", "H", "H", "H", "H", "O", "C", "N", "C", "H", "H", "H", "H", "H", "C", "Cl", "Cl", "Cl", "H", "C", "O", "C", "C", "N", "C", "C", "O", "C", "H", "H", "H", "H", "H", "H", "H", "H", "H", "H", "H", "H", "H", "H", "H"],
  "xyz": [[3.9785, 6.0722, -0.7471], [3.0787, 6.1545, -1.5578], [2.8675, 7.3024, -2.2726], [2.1164, 5.0086, -1.8557], [3.5339, 8.0372, -2.1032], [2.1502, 7.4237, -2.9582], [2.5830, 4.0365, -1.8685], [1.7220, 5.2254, -2.8536], [1.2829, 5.0894, -1.1589], [-3.0884, 1.0408, 0.3524], [-2.1509, 0.2474, 0.3859], [-1.4473, -0.0265, -0.7405], [-1.9414, -0.5757, 1.6006], [-1.7773, 0.4202, -1.5754], [-0.7983, -0.7964, -0.6884], [-2.7397, -1.3115, 1.6218], [-1.9501, -0.0273, 2.5352], [-0.9901, -1.1106, 1.5039], [5.1911, 2.9198, -4.5407], [4.4669, 3.7507, -5.0688], [4.5797, 5.0589, -4.8096], [3.3560, 3.3495, -6.0277], [4.0744, 5.7825, -5.2845], [5.1874, 5.3614, -4.0655], [3.5750, 2.4082, -6.5178], [3.2253, 4.1762, -6.7321], [2.3896, 3.2659, -5.5287], [2.2818, 0.7438, -1.8264], [2.0112, 1.4398, -3.4285], [1.4203, -0.8352, -1.7181], [1.6150, 1.7547, -0.5673], [3.3327, 0.5589, -1.6475], [1.4204, -3.1818, 0.8735], [0.4597, -3.5532, 1.8317], [-0.4866, -4.5265, 1.4165], [-1.2201, -5.0930, 2.6031], [-2.0235, -4.0612, 3.2541], [-2.9382, -4.5614, 4.2586], [-3.9079, -3.4727, 4.7290], [-4.8542, -3.3246, 3.7179], [-5.9870, -2.5575, 4.0241], [2.3565, -3.7223, 1.0558], [1.6458, -2.1267, 1.0143], [1.1545, -3.4189, -0.1603], [0.0774, -5.3236, 0.9215], [-1.1913, -4.0737, 0.7095], [-0.5676, -5.4628, 3.4006], [-1.8718, -5.9296, 2.3050], [-2.6207, -3.6620, 2.5328], [-2.3709, -5.1048, 5.0199], [-3.6012, -5.3410, 3.8336], [-3.2293, -2.6356, 4.9472], [-4.3944, -3.7463, 5.6694], [-5.6560, -1.5722, 4.3521], [-6.7143, -3.0284, 4.6990], [-6.6157, -2.4655, 3.1346]],
  "smiles": "COCCNCCOC.ClC(Cl)Cl.CC(N)=O.CC(N)=O.CC(N)=O",
  "homo_ev": -8.80,
  "max_force_ev_per_a": 2.48,
  "homo_lumo_gap_ev": 9.1,
  "relative_energy_kj_mol": 47.4
}